C23H23N5O3S | ωB97M-V/def2-TZVPD

Properties
LUMO energy = 0.504 eV
E_HOMO = -8.7 eV
E = -1787.9417 Eh
SMILES = COCCNC(=O)[C@@H](c1cccs1)N(C(=O)Cn1nnc2ccccc21)c1ccccc1
ΔE to the lowest compared entry with this formula, charge and spin = 22.8 kcal per mole
Total charge = 0
F_max = 1.36 eV/A
Frontier orbital gap = 9.20 eV

Structure (XYZ):
```
55
Properties=species:S:1:pos:R:3:forces:R:3:nbo_charge:R:1
C -0.552 -7.143 0.197 -0.081 -0.057 0.018 -0.24
H -0.167 -8.023 -0.332 -0.014 0.011 0.026 0.17
O 0.236 -6.010 -0.057 0.202 0.254 -0.046 -0.55
C 0.275 -5.658 -1.423 0.167 0.141 -0.177 -0.07
C 1.158 -4.421 -1.570 -0.276 -0.351 -0.086 -0.24
N 0.597 -3.314 -0.837 0.022 -0.437 0.286 -0.62
C 0.271 -2.151 -1.414 -0.294 0.018 0.357 0.71
O 0.378 -1.918 -2.598 0.003 0.135 -0.367 -0.64
C -0.363 -1.091 -0.477 0.306 -0.007 -0.288 -0.17
C -0.199 -1.308 0.991 -0.433 -0.055 0.394 -0.21
C 0.922 -1.596 1.713 -0.054 -0.016 -0.154 -0.27
C 0.684 -1.657 3.104 -0.089 0.015 0.178 -0.25
C -0.612 -1.414 3.426 -0.352 0.126 -0.181 -0.41
S -1.573 -1.102 2.037 0.667 -0.194 -0.029 0.45
H -1.069 -1.399 4.395 -0.043 -0.019 0.239 0.24
H 1.448 -1.874 3.829 0.108 -0.046 0.157 0.23
H 1.885 -1.745 1.260 0.113 -0.028 -0.102 0.26
N 0.169 0.214 -0.879 -0.390 -0.302 0.039 -0.48
C 1.512 0.348 -0.931 0.049 0.545 -0.032 0.70
O 2.272 -0.568 -0.689 0.225 -0.070 -0.004 -0.62
C 2.050 1.755 -1.220 0.429 -0.222 -0.226 -0.31
N 1.318 2.770 -0.527 -0.077 0.113 0.875 -0.21
C 0.916 2.776 0.773 -0.403 0.879 0.119 0.16
C 1.106 1.918 1.849 0.094 -0.159 0.010 -0.26
C 0.479 2.263 3.024 0.087 -0.137 -0.024 -0.20
C -0.299 3.425 3.137 -0.147 0.139 0.118 -0.23
C -0.477 4.289 2.083 0.034 0.004 -0.154 -0.18
C 0.140 3.956 0.877 0.698 -1.126 0.304 0.03
N 0.145 4.557 -0.348 -0.407 0.690 -0.023 -0.22
N 0.827 3.851 -1.148 0.289 0.030 -1.041 -0.01
H -1.069 5.186 2.167 -0.088 0.115 0.038 0.23
H -0.767 3.641 4.086 -0.038 0.041 0.069 0.22
H 0.587 1.622 3.886 0.022 -0.065 0.050 0.22
H 1.708 1.026 1.763 0.040 -0.118 0.054 0.23
H 1.998 1.978 -2.288 0.017 0.003 0.117 0.26
H 3.103 1.756 -0.913 -0.209 -0.069 -0.080 0.24
C -0.760 1.179 -1.350 -0.284 0.247 -0.302 0.22
C -1.713 1.697 -0.482 0.063 -0.055 -0.065 -0.26
C -2.615 2.640 -0.941 -0.063 -0.044 -0.016 -0.19
C -2.575 3.058 -2.261 -0.050 0.024 -0.049 -0.20
C -1.644 2.515 -3.131 -0.018 0.044 -0.036 -0.19
C -0.740 1.570 -2.682 -0.042 -0.119 0.129 -0.24
H -0.027 1.120 -3.355 0.069 -0.082 -0.074 0.23
H -1.622 2.827 -4.163 0.004 0.036 -0.098 0.22
H -3.272 3.803 -2.611 -0.067 0.074 -0.041 0.22
H -3.343 3.055 -0.261 -0.070 0.052 0.062 0.22
H -1.734 1.377 0.549 0.061 0.007 0.115 0.23
H -1.433 -1.076 -0.719 0.219 -0.016 -0.034 0.25
H 0.478 -3.449 0.155 -0.049 0.189 -0.075 0.42
H 2.158 -4.646 -1.185 -0.025 -0.003 -0.103 0.20
H 1.225 -4.122 -2.617 0.048 -0.078 0.100 0.24
H 0.687 -6.485 -2.020 -0.031 0.052 0.041 0.17
H -0.742 -5.441 -1.786 0.097 -0.007 0.008 0.17
H -1.594 -6.980 -0.106 0.023 -0.020 0.026 0.17
H -0.510 -7.318 1.270 -0.062 -0.079 -0.022 0.19
```
Forces are in eV/Å.


C23H24AsFeN4S | ωB97M-V/def2-TZVPD

Properties
LUMO energy (alpha / beta) = -3.178 / -3.179 eV
E_HOMO (alpha / beta) = -10.1 / -10.1 eV
E = -5007.4334 Eh
ΔE to the lowest compared entry with this formula, charge and spin = 10.0 kcal per mole
Total charge = +1
F_max = 1.32 eV/A
Frontier orbital gap (alpha / beta) = 6.95 / 6.95 eV

Structure (XYZ):
```
54
Properties=species:S:1:pos:R:3:forces:R:3:nbo_charge:R:1
Fe 0.447 0.388 -0.082 -1.102 -0.681 0.226 0.66
C 2.085 -0.678 3.845 -0.039 0.011 0.017 -0.23
C 1.174 -1.610 4.315 0.000 0.002 0.000 -0.14
C 0.036 -1.879 3.570 0.021 0.031 0.032 -0.23
C -0.142 -1.218 2.366 -0.164 0.063 -0.088 0.24
N 0.748 -0.327 1.906 0.815 0.130 -0.441 -0.47
C 1.830 -0.055 2.635 -0.027 -0.028 0.048 0.07
C -1.321 -1.391 1.482 0.100 0.009 0.131 0.16
C -2.326 -2.330 1.651 -0.042 0.003 -0.045 -0.21
C -3.344 -2.383 0.711 0.009 0.001 -0.017 -0.14
C -3.344 -1.498 -0.357 -0.022 0.046 0.095 -0.21
C -2.313 -0.574 -0.447 -0.044 0.085 -0.091 0.19
N -1.326 -0.546 0.450 0.460 0.282 -0.082 -0.42
C -2.164 0.446 -1.512 0.034 -0.088 0.177 0.16
C -3.218 0.890 -2.292 0.037 -0.016 -0.049 -0.22
C -2.982 1.894 -3.218 -0.018 -0.002 0.001 -0.14
C -1.705 2.416 -3.328 0.002 -0.012 -0.021 -0.23
C -0.705 1.920 -2.507 -0.065 -0.109 -0.068 0.08
N -0.926 0.955 -1.613 0.501 0.149 0.005 -0.44
H 2.979 -0.434 4.401 -0.005 0.005 0.005 0.24
H 1.339 -2.115 5.257 0.003 0.000 -0.001 0.24
H -0.700 -2.583 3.928 -0.001 -0.002 -0.010 0.23
H 2.505 0.686 2.225 0.024 -0.041 -0.050 0.22
H -2.308 -3.023 2.480 -0.005 0.012 0.008 0.23
H -4.131 -3.119 0.806 -0.002 0.006 0.001 0.24
H -4.124 -1.528 -1.104 0.004 -0.017 0.003 0.24
H -4.209 0.478 -2.162 0.005 -0.003 -0.010 0.23
H -3.787 2.269 -3.835 0.003 -0.003 -0.005 0.24
H -1.476 3.198 -4.038 0.000 0.007 0.009 0.24
H 0.313 2.281 -2.564 0.013 0.015 0.024 0.23
S 2.315 1.344 -1.107 0.311 0.059 0.256 -0.23
C 1.720 2.680 -0.178 0.114 0.159 -0.004 0.07
C 2.231 3.981 -0.118 -0.012 -0.069 -0.012 -0.26
C 1.605 4.895 0.701 -0.057 0.014 0.062 -0.13
C 0.488 4.512 1.448 0.062 0.042 -0.034 -0.28
C 0.040 3.217 1.333 -0.028 -0.108 -0.010 0.07
N 0.642 2.324 0.536 -0.519 -0.014 0.050 -0.53
H 3.102 4.238 -0.704 -0.005 0.003 -0.004 0.24
H 1.982 5.907 0.769 -0.005 0.001 -0.001 0.23
H -0.020 5.208 2.100 0.008 0.004 0.005 0.23
H -0.821 2.862 1.886 -0.012 -0.005 -0.015 0.20
C 0.476 -3.411 -0.557 -0.024 -0.028 0.046 -0.96
As 1.230 -1.685 -1.044 -0.437 0.110 -0.147 1.08
C 3.118 -2.076 -0.943 0.051 0.010 0.039 -0.95
C 0.937 -1.719 -2.960 0.052 -0.016 -0.044 -0.95
H 0.939 -4.197 -1.152 -0.001 -0.006 0.010 0.24
H -0.597 -3.406 -0.746 -0.030 -0.008 0.004 0.23
H 0.646 -3.617 0.500 0.005 0.000 0.001 0.23
H 3.333 -2.954 -1.551 0.036 0.000 0.015 0.23
H 3.404 -2.268 0.091 -0.008 -0.002 0.005 0.24
H 3.684 -1.221 -1.307 0.012 -0.003 -0.008 0.25
H 1.222 -2.685 -3.375 0.006 0.015 -0.026 0.23
H 1.531 -0.932 -3.422 -0.006 0.009 0.005 0.25
H -0.115 -1.527 -3.169 -0.007 -0.023 0.003 0.23
```
Forces are in eV/Å.


C23H24B2F4N6O6V | ωB97M-V/def2-TZVPD

Properties
LUMO energy (alpha / beta) = -1.551 / -1.468 eV
E_HOMO (alpha / beta) = -8.2 / -8.2 eV
E = -3064.2286 Eh
Total charge = 0
F_max = 2.95 eV/A
Spin multiplicity = 2
Frontier orbital gap (alpha / beta) = 6.67 / 6.77 eV
⟨S²⟩ = 0.78

Structure (XYZ):
```
66
Properties=species:S:1:pos:R:3:forces:R:3:lowdin_charge:R:1
V 0.042 -0.411 0.058 1.205 -0.302 -0.273 1.10
C -3.550 1.763 0.736 0.111 -0.336 0.163 0.04
C -2.136 1.304 0.689 -0.970 -1.368 -0.264 -0.20
N -1.808 0.066 0.476 -1.430 1.119 0.635 -0.04
O -2.791 -0.830 0.319 -0.468 0.158 0.079 0.05
B -2.912 -1.746 1.517 0.269 0.234 0.345 -1.13
F -4.088 -2.408 1.423 -0.262 -0.360 -0.318 0.21
F -2.834 -0.940 2.638 -0.019 0.286 0.463 0.17
O -1.794 -2.713 1.523 0.353 -0.456 0.094 0.08
N -0.598 -2.092 1.635 0.136 0.599 -0.205 0.06
C 0.396 -2.760 2.069 -0.349 -0.184 0.177 -0.22
C 0.321 -4.166 2.572 -0.246 0.216 -0.174 0.02
C 1.631 -1.951 2.214 0.162 -0.358 0.471 -0.34
N 1.515 -0.679 1.504 -0.115 0.222 -0.199 -0.14
O 1.898 0.377 2.287 0.080 0.231 0.599 0.09
B 2.392 1.562 1.583 0.227 0.024 -0.073 -1.11
F 3.420 1.232 0.728 0.300 -0.091 -0.284 0.17
F 2.815 2.469 2.511 -0.138 0.213 0.372 0.19
O 1.243 2.206 0.821 -0.426 0.091 0.071 0.07
N 0.110 1.491 0.763 -0.501 1.797 0.818 -0.01
C -1.003 2.164 0.804 1.522 0.520 0.010 -0.19
C -1.084 3.652 0.919 0.283 -0.229 0.074 0.03
C 2.221 -1.946 3.612 -0.094 0.258 -0.234 0.02
H -4.193 0.911 0.947 -0.003 0.108 -0.005 0.10
H -3.686 2.528 1.491 -0.007 0.143 0.067 0.09
H -3.822 2.174 -0.236 -0.035 0.090 -0.094 0.11
H -0.607 -4.617 2.227 0.061 -0.045 0.036 0.09
H 1.173 -4.757 2.240 0.088 0.023 0.005 0.09
H 0.308 -4.146 3.661 0.048 -0.099 0.076 0.10
H -0.077 4.049 1.031 -0.110 0.020 -0.008 0.09
H -1.537 4.072 0.019 -0.047 -0.028 -0.019 0.10
H -1.687 3.948 1.776 -0.063 -0.034 0.015 0.10
H 2.704 -2.901 3.813 -0.059 -0.054 -0.011 0.10
H 2.953 -1.148 3.704 0.020 -0.075 0.003 0.09
H 1.437 -1.766 4.343 -0.037 -0.046 0.109 0.10
O -0.486 -1.849 -0.789 0.688 -1.675 -0.132 -0.12
C -1.485 -2.259 -1.486 -2.236 -0.454 -1.874 -0.29
C -1.909 -3.606 -1.464 0.372 0.381 0.207 0.02
C -3.065 -3.988 -2.099 0.076 0.181 -0.105 -0.05
C -3.821 -3.066 -2.829 -0.025 0.100 0.032 -0.07
C -3.397 -1.762 -2.934 0.111 0.024 0.041 -0.03
C -2.238 -1.328 -2.277 0.471 -0.867 0.471 -0.13
C -1.708 -0.019 -2.461 0.271 0.402 -0.323 -0.01
N -0.677 0.385 -1.791 -0.551 -1.213 0.971 -0.06
N 0.066 1.398 -2.190 1.225 1.605 -0.916 0.12
C 1.281 1.286 -1.667 -1.561 1.137 -1.684 -0.39
O 1.534 0.299 -0.908 0.759 -1.341 0.929 -0.08
C 2.267 2.323 -2.010 0.315 0.159 0.048 -0.14
C 3.634 2.074 -1.951 -0.233 -0.101 -0.008 -0.02
C 4.535 3.099 -2.172 0.103 0.027 -0.049 -0.07
C 4.085 4.378 -2.455 0.004 -0.011 -0.013 -0.08
C 2.723 4.628 -2.542 0.011 0.047 -0.003 -0.08
C 1.818 3.606 -2.328 0.027 -0.163 0.022 -0.03
H -1.330 -4.316 -0.893 0.033 -0.014 0.105 0.12
H -3.400 -5.011 -2.028 -0.004 -0.118 0.016 0.11
H -4.738 -3.380 -3.303 -0.044 -0.007 -0.071 0.10
H -3.961 -1.046 -3.515 -0.063 0.053 -0.071 0.12
H -2.091 0.600 -3.274 0.190 0.004 0.038 0.15
H 3.983 1.083 -1.717 0.028 -0.097 0.111 0.12
H 5.596 2.903 -2.105 0.052 -0.022 -0.014 0.11
H 4.792 5.181 -2.606 0.047 0.042 -0.011 0.10
H 2.372 5.628 -2.759 -0.040 0.012 -0.032 0.10
H 0.757 3.789 -2.389 -0.125 0.033 0.024 0.10
C 2.539 -1.619 1.086 0.771 -0.540 -0.307 0.03
H 3.558 -1.336 1.331 -0.160 -0.015 -0.024 0.15
H 2.392 -2.063 0.104 0.000 0.146 0.097 0.13
```
Forces are in eV/Å.


C23H24ClN3O2Ta | ωB97M-V/def2-TZVPD

Properties
LUMO energy = -11.141 eV
E_HOMO = -17.5 eV
E = -1721.8730 Eh
ΔE to the lowest compared entry with this formula, charge and spin = 0.0 kcal per mole
Total charge = +3
F_max = 0.10 eV/A
Frontier orbital gap = 6.38 eV

Structure (XYZ):
```
54
Properties=species:S:1:pos:R:3:forces:R:3:nbo_charge:R:1
Ta 0.140 0.382 0.226 -0.026 0.078 -0.056 2.54
C -1.570 2.975 -0.165 0.004 -0.014 0.010 -0.42
N -1.300 1.856 0.806 0.002 -0.020 0.011 -0.51
C -1.133 2.420 2.183 0.004 -0.010 -0.013 -0.43
C -2.268 0.752 0.722 -0.042 -0.007 -0.012 0.01
C -3.202 0.479 1.734 0.005 0.002 0.001 -0.20
C -4.111 -0.535 1.550 0.000 -0.009 -0.015 -0.12
C -4.093 -1.325 0.385 0.006 0.005 0.004 -0.11
C -3.149 -1.123 -0.590 -0.024 0.000 0.019 -0.21
C -2.226 -0.074 -0.442 -0.029 -0.011 0.062 0.18
N -1.102 0.120 -1.239 0.094 -0.009 -0.046 -0.67
C -0.832 -0.050 -2.608 -0.008 0.012 -0.002 0.05
C -1.742 -0.229 -3.635 0.022 -0.012 -0.027 -0.20
C -1.240 -0.363 -4.925 -0.035 0.005 0.018 -0.15
C 0.126 -0.313 -5.167 0.026 0.000 0.002 -0.15
C 1.031 -0.114 -4.127 -0.001 0.004 0.005 -0.22
C 0.533 0.019 -2.849 -0.006 0.024 0.028 0.17
N 1.376 0.249 -1.645 0.010 -0.039 -0.001 -0.52
C 2.295 -0.923 -1.444 -0.002 -0.001 -0.003 -0.43
C 2.182 1.504 -1.841 -0.012 0.009 -0.010 -0.43
H -2.465 3.503 0.163 0.001 0.003 0.000 0.26
H -1.726 2.576 -1.164 -0.001 0.002 0.000 0.24
H -0.722 3.659 -0.151 -0.005 0.009 -0.010 0.24
H -2.036 2.954 2.475 0.005 0.006 0.008 0.26
H -0.300 3.120 2.159 -0.002 0.004 0.002 0.25
H -0.933 1.623 2.899 -0.004 -0.004 -0.001 0.23
H -3.251 1.086 2.626 -0.001 0.003 0.001 0.26
H -4.861 -0.720 2.307 0.001 0.005 0.004 0.27
H -4.826 -2.113 0.268 0.003 -0.003 -0.006 0.27
H -3.101 -1.753 -1.468 -0.003 -0.002 -0.001 0.26
H -2.807 -0.252 -3.449 -0.003 -0.001 0.002 0.25
H -1.925 -0.504 -5.750 -0.003 -0.002 0.001 0.26
H 0.496 -0.424 -6.177 0.008 0.000 0.001 0.26
H 2.092 -0.071 -4.341 0.000 -0.001 -0.007 0.25
H 2.978 -1.001 -2.289 -0.002 0.001 -0.002 0.26
H 1.705 -1.837 -1.384 0.000 0.002 0.003 0.24
H 2.885 -0.782 -0.538 -0.003 0.002 -0.004 0.22
H 2.733 1.438 -2.777 0.004 -0.004 0.001 0.25
H 2.883 1.627 -1.022 -0.001 0.004 0.001 0.24
H 1.510 2.362 -1.904 -0.002 -0.005 -0.002 0.23
Cl 4.256 -2.819 5.393 -0.010 0.003 -0.010 0.15
C 3.142 -2.292 4.214 0.011 0.003 0.009 -0.08
C 2.065 -3.113 3.852 -0.013 -0.009 -0.003 -0.06
C 1.126 -2.724 2.898 0.025 0.009 0.012 -0.20
C 1.264 -1.502 2.289 -0.005 0.008 -0.019 0.35
O 0.337 -1.105 1.361 -0.013 0.007 0.004 -0.75
C 2.351 -0.644 2.626 0.021 -0.014 0.029 -0.28
C 2.553 0.605 2.036 -0.008 -0.002 -0.007 0.46
O 1.823 1.100 1.092 0.018 -0.030 0.029 -0.73
C 3.284 -1.065 3.610 -0.005 -0.006 -0.004 -0.08
H 1.962 -4.078 4.333 0.000 0.000 0.000 0.28
H 0.300 -3.373 2.641 -0.003 0.002 -0.003 0.26
H 3.381 1.231 2.367 0.001 0.000 -0.002 0.23
H 4.110 -0.419 3.879 0.000 0.004 -0.002 0.26
```
Forces are in eV/Å.